Entry 1:
Entry from the OMol25 dataset: a structure of composition C6H10O2 in a non-equilibrium geometry (ωB97M-V/def2-TZVPD).

Computed properties:
LUMO	0.9	eV
maximum force	5.96	eV Å⁻¹
relative energy (zero: lowest compared OMol25 entry of this formula, charge and spin)	7.2586	eV

ORCA input file:
```
! wB97M-V def2-TZVPD RIJCOSX def2/J DEFGRID3
* xyz 0 1
C -0.36360 0.99819 -1.28552
C -1.33181 0.42518 -0.08264
C -0.46891 0.10782 1.18241
C 0.20120 -1.29243 1.57678
C 1.12593 -0.36522 0.00902
C 1.16192 0.43237 -1.20341
H -0.64194 0.62605 -2.28052
H -0.36186 2.05595 -1.47289
H -2.18045 1.12493 0.14112
H -1.62034 -0.58228 -0.61352
H -0.93050 0.52121 2.21790
H -0.32369 -2.02008 0.68924
H 0.20501 -1.64036 2.70247
H 0.09887 -0.77926 -0.14829
H 1.20390 -0.16744 -2.08125
H 1.74159 1.28302 -1.29155
O 1.65530 -1.37560 0.86020
O 0.82938 0.64796 1.08043
*
```

Entry 2:
Entry from the OMol25 dataset: a cluster of 3 separate species, C6H10O2 in total in a non-equilibrium geometry (ωB97M-V/def2-TZVPD).

Computed properties:
LUMO	0.7	eV
maximum force	1.70	eV Å⁻¹
relative energy (zero: lowest compared OMol25 entry of this formula, charge and spin)	0.3789	eV

ORCA input file:
```
! wB97M-V def2-TZVPD RIJCOSX def2/J DEFGRID3
* xyz 0 1
C -0.88123 -1.35309 0.27612
C 0.27062 -1.59956 -0.42321
C 1.49706 -0.97689 -0.10167
C 1.47392 -0.05240 0.90873
C 0.36262 0.05910 1.77885
C -0.79947 -0.60672 1.47622
H -1.84386 -1.76858 0.00614
H 0.23999 -2.18445 -1.33703
H 2.33367 -1.34898 -0.67572
H 2.29880 0.60473 1.16841
H 0.45888 0.75350 2.60183
H -1.71234 -0.59489 2.05809
O 0.00500 2.59635 -0.92198
H 0.54057 2.68351 -0.12492
H 0.43593 1.80159 -1.27090
O -1.37981 0.54980 -2.12717
H -1.48238 1.44789 -1.80297
H -1.81798 -0.01091 -1.48883
*
```

Entry 3:
Entry from the OMol25 dataset: a structure of composition C6H10O2 in a non-equilibrium geometry (ωB97M-V/def2-TZVPD).

Computed properties:
LUMO	0.8	eV
maximum force	1.89	eV Å⁻¹
relative energy (zero: lowest compared OMol25 entry of this formula, charge and spin)	2.8488	eV

ORCA input file:
```
! wB97M-V def2-TZVPD RIJCOSX def2/J DEFGRID3
* xyz 0 1
C -0.54083 -0.54703 -0.02105
C 0.71925 -0.90243 -0.71935
C 1.69779 0.10005 0.06350
C 0.81453 1.28075 0.58501
C -0.47615 0.98092 -0.15596
C -2.05591 -0.28543 -0.30687
H -0.72347 -1.84289 1.49057
H 1.11875 -1.89517 -0.64282
H 0.64390 -0.64675 -1.83327
H 2.23952 -0.34084 0.89254
H 2.49036 0.42209 -0.67044
H 0.49820 1.09447 1.62808
H 1.24168 2.31941 0.44331
H -0.35836 1.30188 -1.20146
H -2.22418 -0.20413 -1.38716
H -2.80460 -0.94527 0.16077
O -0.41961 -0.89668 1.41037
O -1.86086 1.00704 0.26424
*
```

Entry 4:
Entry from the OMol25 dataset: a structure of composition C6H10O2 in a non-equilibrium geometry (ωB97M-V/def2-TZVPD).

Computed properties:
LUMO	1.0	eV
maximum force	3.80	eV Å⁻¹
relative energy (zero: lowest compared OMol25 entry of this formula, charge and spin)	2.8906	eV

ORCA input file:
```
! wB97M-V def2-TZVPD RIJCOSX def2/J DEFGRID3
* xyz 0 1
O -1.13957 -2.82356 0.49973
O 0.70511 -0.56253 -0.50043
C 0.69025 2.97580 -0.36178
C 1.05613 1.71902 -0.79780
C 1.34305 0.56798 0.09630
C -0.74252 -1.68245 1.27006
C -1.27967 -1.99694 -0.67339
C -0.63694 -0.76896 0.04333
H 0.41427 3.77817 -0.99799
H 0.45036 3.23526 0.67329
H 1.20830 1.55091 -1.85947
H 0.94055 0.72577 1.12697
H 2.44098 0.41471 0.12038
H -1.50003 -1.34177 1.97315
H 0.21281 -1.81269 1.82000
H -0.66320 -2.34781 -1.50506
H -2.28364 -1.77661 -1.00668
H -1.21625 0.14570 0.07940
*
```